No. 1
{"formula": "C43H44CuNO2P2S", "method": "the ωB97M-V functional and the def2-TZVPD basis", "species": ["Cu", "O", "S", "C", "C", "C", "C", "C", "C", "P", "C", "C", "C", "C", "C", "C", "C", "C", "C", "C", "C", "C", "C", "C", "C", "C", "C", "C", "P", "C", "C", "C", "C", "C", "C", "C", "C", "C", "C", "C", "C", "H", "H", "H", "H", "H", "H", "H", "H", "H", "H", "H", "H", "H", "H", "H", "H", "H", "H", "H", "H", "H", "H", "H", "H", "H", "H", "H", "H", "C", "C", "C", "C", "N", "H", "H", "H", "H", "H", "H", "H", "H", "H", "C", "C", "C", "O", "H", "H", "H", "H", "H", "H", "H"], "coordinates": [[-0.385, 0.060, -0.821], [-2.385, 2.983, -1.176], [-1.817, 1.869, -0.340], [-0.422, 2.680, 0.535], [-0.732, 3.479, 1.637], [0.191, 4.392, 2.110], [1.405, 4.540, 1.443], [1.708, 3.711, 0.375], [0.842, 2.704, -0.078], [1.372, 1.282, -1.399], [2.920, 0.842, -0.475], [4.049, 1.650, -0.336], [5.167, 1.223, 0.372], [5.182, -0.030, 0.969], [4.075, -0.857, 0.828], [2.971, -0.427, 0.103], [1.750, 2.580, -2.634], [0.707, 3.426, -3.024], [0.906, 4.397, -3.994], [2.157, 4.555, -4.581], [3.200, 3.726, -4.199], [2.994, 2.735, -3.240], [-2.949, 1.459, 0.918], [-3.805, 2.506, 1.292], [-4.725, 2.383, 2.304], [-4.781, 1.144, 3.024], [-4.002, 0.093, 2.650], [-3.105, 0.123, 1.522], [-2.084, -1.281, 1.334], [-0.832, -1.102, 2.663], [-1.087, -1.436, 3.997], [-0.224, -1.037, 5.012], [0.899, -0.278, 4.726], [1.152, 0.086, 3.412], [0.293, -0.321, 2.401], [-3.085, -2.716, 1.866], [-2.496, -3.805, 2.495], [-3.237, -4.946, 2.781], [-4.575, -5.004, 2.426], [-5.169, -3.925, 1.788], [-4.424, -2.787, 1.506], [-1.696, 3.384, 2.119], [-0.045, 5.004, 2.972], [2.115, 5.294, 1.763], [2.657, 3.852, -0.129], [4.075, 2.632, -0.787], [6.026, 1.877, 0.459], [6.048, -0.361, 1.530], [4.066, -1.842, 1.280], [2.133, -1.096, -0.032], [-0.266, 3.332, -2.549], [0.083, 5.039, -4.283], [2.315, 5.323, -5.329], [4.178, 3.840, -4.651], [3.814, 2.085, -2.964], [-3.722, 3.433, 0.736], [-5.368, 3.213, 2.565], [-5.455, 1.028, 3.864], [-4.085, -0.817, 3.233], [-1.972, -2.001, 4.261], [-0.443, -1.315, 6.037], [1.566, 0.036, 5.519], [2.015, 0.691, 3.161], [0.510, -0.007, 1.387], [-1.444, -3.771, 2.753], [-2.765, -5.789, 3.271], [-5.156, -5.892, 2.646], [-6.213, -3.968, 1.505], [-4.878, -1.942, 1.003], [0.261, -3.079, -0.833], [-1.195, -2.631, -0.992], [-1.410, -2.157, -2.432], [-2.107, -3.845, -0.786], [-1.466, -1.458, -0.120], [0.454, -3.981, -1.423], [0.474, -3.298, 0.218], [0.946, -2.300, -1.180], [-1.166, -2.959, -3.134], [-0.765, -1.306, -2.681], [-2.451, -1.858, -2.577], [-1.921, -4.555, -1.596], [-3.161, -3.565, -0.818], [-1.913, -4.360, 0.152], [3.753, -1.292, -3.275], [2.599, -0.399, -3.727], [1.774, -1.061, -4.822], [1.768, -0.112, -2.640], [4.334, -1.675, -4.122], [3.347, -2.141, -2.717], [4.429, -0.746, -2.610], [3.031, 0.520, -4.149], [1.355, -2.001, -4.450], [2.376, -1.273, -5.712], [0.946, -0.408, -5.105]], "de_lowest_kcal_mol": 4.95, "gap_ev": [4.47, 6.89], "spin_multiplicity": 2, "charge": -1}

No. 2
{"formula": "C43H44NP2S2Y", "method": "the ωB97M-V functional and the def2-TZVPD basis", "species": ["Y", "S", "P", "C", "P", "S", "C", "C", "C", "C", "C", "C", "C", "C", "C", "C", "C", "C", "C", "C", "C", "C", "C", "C", "C", "C", "C", "C", "C", "C", "H", "H", "H", "H", "H", "H", "H", "H", "H", "H", "H", "H", "H", "H", "H", "H", "H", "H", "H", "H", "C", "C", "C", "C", "C", "C", "C", "C", "N", "C", "C", "C", "C", "C", "C", "C", "C", "C", "C", "H", "H", "H", "H", "H", "H", "H", "H", "H", "H", "H", "H", "H", "H", "H", "H", "H", "H", "H", "H", "H", "H", "H", "H"], "coordinates": [[-0.698, 1.519, -0.442], [-1.864, 1.883, 1.962], [-0.099, 1.081, 2.592], [0.910, 1.248, 1.294], [2.370, 0.950, 0.550], [2.075, 1.612, -1.324], [2.806, -0.818, 0.546], [2.645, -1.604, -0.590], [2.799, -2.984, -0.511], [3.122, -3.579, 0.702], [3.299, -2.793, 1.833], [3.142, -1.418, 1.758], [3.760, 1.743, 1.400], [3.487, 2.787, 2.278], [4.527, 3.418, 2.950], [5.837, 3.008, 2.738], [6.110, 1.971, 1.856], [5.076, 1.336, 1.186], [-0.458, -0.631, 3.113], [-0.951, -0.912, 4.386], [-1.281, -2.214, 4.731], [-1.125, -3.239, 3.805], [-0.637, -2.961, 2.538], [-0.300, -1.660, 2.191], [0.458, 1.894, 4.116], [-0.019, 3.146, 4.486], [0.544, 3.810, 5.571], [1.583, 3.224, 6.278], [2.064, 1.975, 5.910], [1.506, 1.308, 4.830], [2.402, -1.127, -1.532], [2.670, -3.588, -1.401], [3.240, -4.653, 0.765], [3.553, -3.256, 2.779], [3.270, -0.807, 2.645], [2.458, 3.087, 2.435], [4.311, 4.224, 3.640], [6.648, 3.497, 3.263], [7.135, 1.658, 1.696], [5.285, 0.522, 0.503], [-1.079, -0.109, 5.102], [-1.663, -2.427, 5.722], [-1.385, -4.254, 4.076], [-0.507, -3.758, 1.817], [0.108, -1.439, 1.213], [-0.829, 3.589, 3.921], [0.171, 4.784, 5.862], [2.023, 3.740, 7.123], [2.876, 1.522, 6.465], [1.877, 0.334, 4.533], [-4.942, -3.244, -1.618], [-4.487, -1.858, -1.230], [-5.101, -1.180, -0.181], [-4.694, 0.104, 0.152], [-5.350, 0.856, 1.279], [-3.667, 0.697, -0.573], [-2.976, 0.026, -1.605], [-3.442, -1.265, -1.923], [-1.881, 0.676, -2.156], [-1.291, 0.286, -3.441], [-2.310, 0.203, -4.590], [-1.599, -0.096, -5.917], [-0.624, 1.039, -6.254], [0.411, 1.157, -5.131], [1.200, -0.153, -5.022], [0.234, -1.297, -4.695], [-0.824, -1.414, -5.797], [-0.459, -1.011, -3.359], [-0.318, 1.421, -3.814], [-5.765, -3.577, -0.986], [-4.127, -3.962, -1.519], [-5.278, -3.267, -2.656], [-5.915, -1.646, 0.363], [-6.296, 0.397, 1.562], [-5.539, 1.895, 1.002], [-4.696, 0.870, 2.154], [-3.441, 1.741, -0.351], [-2.981, -1.827, -2.721], [-2.844, 1.156, -4.645], [-3.058, -0.569, -4.399], [-2.346, -0.183, -6.711], [-1.171, 1.981, -6.361], [-0.126, 0.837, -7.207], [1.098, 1.981, -5.336], [1.959, -0.066, -4.237], [1.719, -0.357, -5.963], [0.789, -2.236, -4.619], [-1.515, -2.232, -5.568], [-0.341, -1.649, -6.750], [0.289, -0.881, -2.568], [-1.078, -1.862, -3.075], [-0.886, 2.356, -3.880], [0.413, 1.514, -3.011]], "gap_ev": 6.93, "spin_multiplicity": 1, "charge": 0}

No. 3
{"formula": "C43H46Cl4N6O2PY", "method": "the ωB97M-V functional and the def2-TZVPD basis", "species": ["Y", "N", "P", "C", "C", "C", "C", "C", "C", "C", "C", "C", "C", "C", "C", "C", "C", "C", "C", "C", "N", "H", "H", "H", "H", "H", "H", "H", "H", "H", "H", "H", "H", "H", "H", "H", "Cl", "C", "Cl", "H", "H", "Cl", "C", "C", "C", "C", "C", "Cl", "C", "N", "H", "H", "H", "C", "C", "C", "C", "C", "C", "N", "C", "C", "C", "C", "C", "C", "C", "O", "O", "C", "C", "H", "H", "H", "H", "H", "H", "H", "H", "H", "H", "H", "H", "H", "H", "C", "C", "C", "C", "N", "N", "H", "H", "H", "H", "H", "H", "H", "H", "H", "H", "H", "H"], "coordinates": [[-0.041, -0.273, 0.031], [2.071, 1.084, 2.803], [1.920, -1.364, 1.461], [3.734, -1.212, 1.538], [4.400, -1.052, 2.750], [5.775, -0.884, 2.781], [6.507, -0.859, 1.602], [5.854, -1.012, 0.389], [4.477, -1.185, 0.360], [1.397, -2.481, 2.809], [0.808, -3.706, 2.497], [0.235, -4.490, 3.487], [0.231, -4.056, 4.805], [0.787, -2.825, 5.121], [1.354, -2.035, 4.131], [0.923, 1.717, 2.762], [0.675, 2.933, 3.514], [-0.500, 3.600, 3.435], [-1.527, 3.104, 2.596], [-1.252, 1.962, 1.906], [-0.101, 1.252, 1.951], [2.698, 1.583, 3.428], [3.843, -1.064, 3.677], [6.277, -0.768, 3.733], [7.581, -0.727, 1.630], [6.413, -1.005, -0.538], [3.993, -1.348, -0.595], [0.788, -4.044, 1.470], [-0.209, -5.443, 3.225], [-0.215, -4.668, 5.579], [0.766, -2.467, 6.143], [1.724, -1.046, 4.369], [1.481, 3.299, 4.138], [-0.649, 4.510, 4.003], [-2.482, 3.599, 2.491], [-2.020, 1.549, 1.257], [-1.653, -3.022, -0.267], [-2.865, -2.294, 0.800], [-2.064, -1.283, 2.023], [-3.412, -3.080, 1.305], [-3.495, -1.649, 0.202], [3.471, -4.384, 0.764], [2.905, -3.930, -0.813], [3.370, -4.676, -1.884], [2.949, -4.414, -3.176], [2.038, -3.392, -3.390], [1.596, -2.660, -2.309], [0.445, -1.367, -2.631], [1.999, -2.858, -0.970], [1.490, -2.018, -0.019], [4.070, -5.476, -1.685], [3.319, -5.001, -4.004], [1.675, -3.157, -4.381], [-5.283, 1.027, 2.559], [-5.417, 0.247, 1.278], [-5.951, -1.036, 1.324], [-6.124, -1.770, 0.160], [-5.696, -1.248, -1.043], [-5.146, 0.036, -1.108], [-4.845, 0.495, -2.401], [-4.031, 1.509, -2.898], [-4.564, 2.213, -3.992], [-3.881, 3.237, -4.608], [-2.630, 3.622, -4.137], [-2.083, 2.926, -3.082], [-2.737, 1.850, -2.466], [-1.921, 1.098, -1.471], [-2.274, -0.021, -1.005], [-0.788, 1.578, -1.149], [-5.051, 0.820, 0.049], [-4.670, 2.275, -0.016], [-5.490, 0.387, 3.415], [-5.984, 1.865, 2.593], [-4.279, 1.437, 2.680], [-6.253, -1.449, 2.279], [-6.566, -2.758, 0.194], [-5.779, -1.827, -1.955], [-5.499, 0.160, -3.088], [-5.558, 1.949, -4.334], [-4.336, 3.753, -5.444], [-2.093, 4.442, -4.591], [-1.106, 3.189, -2.702], [-5.002, 2.723, -0.952], [-3.593, 2.448, 0.053], [-5.136, 2.826, 0.799], [2.830, 3.417, -3.331], [3.124, 2.212, -2.444], [3.289, 0.964, -3.323], [4.392, 2.455, -1.630], [1.983, 2.121, -1.523], [2.020, 1.016, -0.626], [3.637, 3.571, -4.048], [2.721, 4.315, -2.722], [1.905, 3.266, -3.893], [4.131, 1.091, -4.005], [2.389, 0.788, -3.917], [3.492, 0.060, -2.741], [5.242, 2.617, -2.295], [4.632, 1.602, -0.991], [4.269, 3.334, -0.997], [1.102, 2.069, -2.023], [2.447, 1.321, 0.250], [2.605, 0.265, -0.988]], "de_lowest_kcal_mol": 36.74, "gap_ev": 7.25, "spin_multiplicity": 1, "charge": 0}